The following is a DFT calculation (the ωB97M-V functional and the def2-TZVPD basis) of 3 unconnected molecules or ions with the total composition C4H14NO3.

The geometry in XYZ format:
```
22
Properties=species:S:1:pos:R:3
C 0.475 0.609 -0.585
C 1.626 0.218 0.383
C 2.080 1.289 1.348
C 0.984 1.892 2.179
O -0.172 1.551 2.211
N -0.894 0.351 -0.142
H 0.502 1.652 -0.985
H 0.714 0.011 -1.519
H 1.428 -0.811 0.694
H 2.552 0.171 -0.236
H 2.830 0.837 2.014
H 2.844 1.957 0.905
H 1.363 2.631 2.944
H -1.120 0.862 0.750
H -1.010 -0.642 0.052
H -1.609 0.648 -0.871
H 1.380 -2.410 -0.638
H 0.101 -3.151 -1.013
O 0.422 -2.299 -0.635
H -4.547 -2.447 -2.606
H -5.412 -1.267 -2.190
O -4.538 -1.653 -2.063
```

Properties
orbital gap	0.41027	hartree
ΔE to the lowest compared entry with this formula, charge and spin	20.25	kcal/mol
total charge	+1
E_tot	-441.02613	a.u.